{
  "formula": "C90H190N10O10",
  "method": "ωB97M-V with the def2-TZVPD basis set",
  "symbols": ["C", "C", "C", "C", "C", "C", "C", "C", "C", "N", "O", "H", "H", "H", "H", "H", "H", "H", "H", "H", "H", "H", "H", "H", "H", "H", "H", "H", "H", "H", "C", "C", "C", "C", "C", "C", "C", "C", "C", "N", "O", "H", "H", "H", "H", "H", "H", "H", "H", "H", "H", "H", "H", "H", "H", "H", "H", "H", "H", "H", "C", "C", "C", "C", "C", "C", "C", "C", "C", "N", "O", "H", "H", "H", "H", "H", "H", "H", "H", "H", "H", "H", "H", "H", "H", "H", "H", "H", "H", "H", "C", "C", "C", "C", "C", "C", "C", "C", "C", "N", "O", "H", "H", "H", "H", "H", "H", "H", "H", "H", "H", "H", "H", "H", "H", "H", "H", "H", "H", "H", "C", "C", "C", "C", "C", "C", "C", "C", "C", "N", "O", "H", "H", "H", "H", "H", "H", "H", "H", "H", "H", "H", "H", "H", "H", "H", "H", "H", "H", "H", "C", "C", "C", "C", "C", "C", "C", "C", "C", "N", "O", "H", "H", "H", "H", "H", "H", "H", "H", "H", "H", "H", "H", "H", "H", "H", "H", "H", "H", "H", "C", "C", "C", "C", "C", "C", "C", "C", "C", "N", "O", "H", "H", "H", "H", "H", "H", "H", "H", "H", "H", "H", "H", "H", "H", "H", "H", "H", "H", "H", "C", "C", "C", "C", "C", "C", "C", "C", "C", "N", "O", "H", "H", "H", "H", "H", "H", "H", "H", "H", "H", "H", "H", "H", "H", "H", "H", "H", "H", "H", "C", "C", "C", "C", "C", "C", "C", "C", "C", "N", "O", "H", "H", "H", "H", "H", "H", "H", "H", "H", "H", "H", "H", "H", "H", "H", "H", "H", "H", "H", "C", "C", "C", "C", "C", "C", "C", "C", "C", "N", "O", "H", "H", "H", "H", "H", "H", "H", "H", "H", "H", "H", "H", "H", "H", "H", "H", "H", "H", "H"],
  "positions_angstrom": [[6.61786, -0.27294, -6.19339], [6.55285, -0.97945, -4.79912], [7.72025, -2.08697, -4.73558], [6.79598, 0.13989, -3.80768], [6.59808, -0.32863, -2.33939], [5.14423, -0.82829, -2.14840], [4.66442, -1.83742, -3.28050], [5.18882, -3.27101, -2.83171], [3.08668, -1.79536, -3.04217], [5.13210, -1.39262, -4.57697], [4.61584, -2.04471, -5.58858], [6.34644, -1.05008, -6.90786], [5.85934, 0.50907, -6.22825], [7.62898, 0.07233, -6.40909], [7.31047, -2.80825, -5.44263], [8.73079, -1.70798, -4.88812], [7.91581, -2.51543, -3.75258], [7.82582, 0.46336, -3.95901], [6.27673, 1.07519, -4.01669], [7.33316, -1.02660, -1.93865], [6.72949, 0.58708, -1.76294], [4.59521, 0.10646, -2.03477], [5.06875, -1.32004, -1.17856], [6.27476, -3.28820, -2.73934], [4.73979, -3.97019, -3.53713], [4.74628, -3.64276, -1.90756], [2.48819, -1.94995, -3.93995], [2.79516, -0.77649, -2.78718], [2.65325, -2.43945, -2.27707], [3.77150, -1.58788, -5.59018], [-3.75100, -5.65802, -2.57607], [-2.85539, -4.61231, -3.25647], [-3.68263, -3.30975, -3.64882], [-1.79974, -4.08521, -2.23447], [-0.67600, -5.07970, -2.00242], [-0.12079, -5.71882, -3.27180], [-1.02909, -6.17187, -4.37506], [-0.17354, -6.08148, -5.66170], [-1.53730, -7.62878, -4.17646], [-2.19542, -5.22537, -4.46193], [-3.00102, -5.41827, -5.57789], [-4.42042, -6.09411, -3.31757], [-3.23416, -6.50788, -2.13031], [-4.36504, -5.25016, -1.77314], [-2.96022, -2.62741, -4.09676], [-4.38824, -3.64182, -4.41035], [-4.28265, -2.85609, -2.85998], [-1.50242, -3.04205, -2.34184], [-2.27974, -4.11213, -1.25622], [0.12998, -4.58308, -1.46217], [-0.97653, -5.90974, -1.36304], [0.52646, -6.54686, -2.98282], [0.72751, -5.13379, -3.62707], [0.39946, -5.15442, -5.67980], [-0.79030, -6.05873, -6.56014], [0.44550, -6.97726, -5.71131], [-0.62243, -8.21922, -4.12653], [-2.09911, -8.05875, -5.00568], [-2.24182, -7.67571, -3.34607], [-2.42296, -5.48443, -6.34148], [-2.23021, -7.44042, 5.15628], [-3.46250, -6.69719, 4.66917], [-3.32137, -5.24218, 5.27367], [-3.36553, -6.58909, 3.08826], [-4.70341, -6.06925, 2.52079], [-5.77354, -7.04469, 3.08138], [-6.03235, -7.06897, 4.55153], [-6.60483, -5.71518, 5.09915], [-6.93371, -8.21152, 4.81228], [-4.67046, -7.42919, 5.13001], [-4.75765, -7.53984, 6.44706], [-2.10453, -7.09868, 6.18366], [-2.54023, -8.48130, 5.24882], [-1.36843, -7.49358, 4.49099], [-3.82580, -5.15828, 6.23628], [-2.29141, -4.91892, 5.42459], [-3.79206, -4.47713, 4.65622], [-2.59702, -5.82777, 2.95459], [-3.02865, -7.45415, 2.51705], [-5.15354, -5.13366, 2.85268], [-4.68159, -6.06880, 1.43100], [-5.52273, -8.06636, 2.79610], [-6.68563, -6.90563, 2.50099], [-6.26305, -4.79857, 4.61840], [-6.29644, -5.64081, 6.14197], [-7.68348, -5.68309, 5.25268], [-7.93481, -8.03087, 4.42080], [-7.28246, -8.51250, 5.80015], [-6.45483, -9.14377, 4.51280], [-4.81331, -8.47046, 6.67611], [4.84891, 10.67748, -2.19936], [5.77990, 9.61488, -1.50321], [6.01636, 8.45748, -2.52289], [7.17854, 10.24552, -1.16480], [7.95777, 9.32889, -0.30445], [7.18571, 9.21666, 1.04705], [5.79376, 8.48229, 0.96617], [5.93879, 7.00729, 0.82368], [5.08157, 8.81422, 2.24306], [5.10301, 9.05031, -0.23955], [3.74627, 9.09420, -0.22381], [4.10932, 11.08720, -1.51144], [5.36068, 11.62164, -2.38575], [4.31213, 10.25014, -3.04632], [6.49890, 7.51537, -2.26271], [5.04377, 8.11931, -2.88043], [6.50773, 8.70734, -3.46322], [7.71179, 10.24253, -2.11546], [7.02303, 11.23607, -0.73735], [8.26678, 8.36215, -0.70198], [8.92552, 9.78524, -0.09636], [6.97903, 10.15403, 1.56349], [7.85590, 8.63608, 1.68098], [5.02675, 6.54670, 0.44399], [6.25164, 6.45294, 1.70850], [6.57979, 6.67867, 0.00561], [5.76844, 8.95583, 3.07748], [4.32070, 8.10852, 2.57647], [4.66504, 9.80107, 2.04123], [3.55056, 8.30359, -0.73197], [-2.56905, 5.76283, -7.16535], [-3.30820, 5.00801, -6.03958], [-2.95347, 5.72200, -4.67693], [-4.82865, 5.20098, -6.22705], [-5.63640, 4.13248, -5.42170], [-5.06771, 2.82905, -5.97407], [-3.55364, 2.51518, -5.64388], [-3.29546, 2.08536, -4.18842], [-3.03570, 1.36201, -6.60223], [-2.77642, 3.62203, -6.04559], [-1.47799, 3.60577, -5.69287], [-2.85325, 5.37657, -8.14419], [-2.47343, 6.82423, -6.93649], [-1.50759, 5.52104, -7.21942], [-3.42465, 6.65900, -4.38009], [-2.89916, 4.96905, -3.89065], [-1.90894, 6.02947, -4.62685], [-5.08516, 6.22120, -5.94166], [-5.11877, 5.15447, -7.27670], [-5.60352, 4.23044, -4.33661], [-6.71947, 4.09260, -5.53771], [-5.15699, 2.61269, -7.03864], [-5.61026, 2.02459, -5.47749], [-2.22799, 1.88550, -4.09533], [-3.69743, 1.13672, -3.83262], [-3.48105, 2.89507, -3.48271], [-2.96928, 1.66814, -7.64624], [-3.55501, 0.40992, -6.49289], [-2.06249, 1.07124, -6.20671], [-1.08484, 3.56794, -6.56785], [-8.25341, -6.40963, -0.51442], [-9.21006, -5.16127, -0.49377], [-10.62551, -5.40178, -1.19860], [-9.71493, -4.92542, 0.95455], [-8.59330, -4.43833, 1.91631], [-8.14566, -3.04473, 1.23028], [-7.66757, -3.14042, -0.27486], [-7.68099, -1.71341, -0.94151], [-6.20141, -3.63768, -0.14718], [-8.49181, -4.07063, -1.11854], [-8.35758, -4.09587, -2.46761], [-8.75322, -7.28452, -0.09868], [-8.12093, -6.66561, -1.56562], [-7.22856, -6.24757, -0.18046], [-10.35759, -5.91214, -2.12372], [-11.33021, -5.99189, -0.61271], [-10.91719, -4.38276, -1.45278], [-10.60863, -4.31949, 1.10370], [-10.05938, -5.87941, 1.35374], [-8.97392, -4.13098, 2.89036], [-7.82349, -5.20619, 1.99293], [-7.27782, -2.74515, 1.81782], [-8.82831, -2.19973, 1.32013], [-6.86027, -1.05385, -0.65955], [-8.58129, -1.13309, -0.73953], [-7.63611, -1.75840, -2.02965], [-5.60839, -3.00888, 0.51693], [-5.65522, -3.68693, -1.08918], [-6.07713, -4.54228, 0.44809], [-7.63588, -4.72263, -2.55655], [2.09854, -7.53600, 2.92129], [2.31864, -6.02989, 3.03599], [0.96071, -5.37166, 2.97731], [2.92090, -5.74418, 4.49852], [3.49908, -4.33122, 4.76414], [4.34498, -3.93818, 3.49685], [3.73040, -4.13125, 2.08139], [2.71471, -2.93154, 1.90527], [4.98454, -3.99952, 1.11480], [3.27084, -5.59471, 1.98658], [2.86590, -5.85454, 0.68944], [1.49746, -7.83847, 2.06379], [3.06667, -8.02777, 2.82654], [1.57606, -7.84797, 3.82561], [0.88062, -4.29859, 3.15113], [0.67499, -5.55665, 1.94182], [0.10990, -5.76428, 3.53414], [2.22660, -5.93960, 5.31575], [3.79000, -6.29538, 4.85760], [2.58533, -3.73741, 4.78750], [3.97926, -3.98081, 5.67778], [5.35631, -4.30619, 3.66974], [4.35962, -2.86183, 3.66822], [2.14552, -2.67735, 2.79942], [2.07323, -2.99358, 1.02621], [3.13784, -1.95138, 1.68538], [5.91942, -4.28877, 1.59483], [5.20811, -2.93398, 1.06243], [4.84597, -4.46286, 0.13796], [3.28642, -6.70677, 0.55355], [-0.92347, 5.90951, -0.67302], [-0.12788, 7.16023, -0.43903], [0.98764, 7.23834, -1.48964], [-0.99926, 8.45606, -0.61377], [-1.87460, 8.79210, 0.57546], [-0.99368, 8.95180, 1.76242], [-0.21708, 7.65877, 2.13959], [0.91175, 8.14734, 3.10991], [-1.07958, 6.64756, 2.94851], [0.45258, 7.11368, 0.91467], [1.38929, 6.09205, 1.19541], [-1.62854, 5.82062, -1.49950], [-0.20509, 5.09595, -0.57230], [-1.51858, 5.58895, 0.18207], [0.68547, 7.30921, -2.53452], [1.66192, 8.05483, -1.23123], [1.64350, 6.37775, -1.35800], [-0.35479, 9.30971, -0.82365], [-1.70605, 8.42926, -1.44312], [-2.41372, 9.70685, 0.32912], [-2.72942, 8.13144, 0.72004], [-1.55805, 9.16108, 2.67114], [-0.20442, 9.68821, 1.61124], [1.58703, 7.29935, 3.22398], [0.54815, 8.45915, 4.08902], [1.57002, 8.97495, 2.84561], [-0.47696, 5.73949, 2.96748], [-2.04773, 6.40001, 2.51318], [-1.31420, 6.94970, 3.96918], [2.17584, 6.63235, 1.09046], [5.19558, 2.00849, 2.22606], [5.53700, 1.75099, 3.72412], [6.80037, 0.81912, 3.84973], [5.91796, 3.09305, 4.41964], [4.74116, 3.86861, 5.07481], [4.11496, 2.98035, 6.11207], [3.57576, 1.57764, 5.51859], [3.44028, 0.63358, 6.73996], [2.16675, 1.87245, 4.91205], [4.49773, 1.01138, 4.50846], [3.97772, -0.10999, 3.90409], [5.15323, 1.15258, 1.55247], [4.14555, 2.27101, 2.09718], [5.63799, 2.83675, 1.67257], [7.75632, 1.33379, 3.75290], [6.75148, 0.32742, 4.82130], [6.82954, -0.11871, 3.29501], [6.82849, 2.95554, 5.00286], [6.38048, 3.73344, 3.66859], [5.00215, 4.80867, 5.56090], [3.87230, 4.08839, 4.45442], [3.30821, 3.59313, 6.51425], [4.82825, 2.88714, 6.93099], [4.32808, 0.61788, 7.37216], [3.28566, -0.36855, 6.34004], [2.51956, 0.61064, 7.32293], [1.73975, 0.91477, 4.61435], [2.14909, 2.61387, 4.11324], [1.65259, 2.20113, 5.81522], [3.28582, 0.29610, 3.37687], [-2.61015, 0.63245, 1.29764], [-1.29095, -0.11117, 1.79296], [-1.43518, -0.60442, 3.19963], [-0.94264, -1.39732, 0.93010], [-0.68130, -0.92088, -0.47650], [0.58607, -0.06948, -0.55096], [0.54084, 1.10930, 0.47420], [1.97668, 1.67938, 0.64689], [-0.16873, 2.40540, -0.18614], [-0.13201, 0.82704, 1.71724], [-0.15151, 1.82519, 2.64316], [-2.61798, 1.65280, 1.68095], [-2.73959, 0.55558, 0.21808], [-3.49556, 0.14113, 1.70106], [-0.49444, -0.96308, 3.61734], [-1.78284, 0.17257, 3.88045], [-2.09371, -1.47230, 3.16475], [-0.11812, -2.06677, 1.17525], [-1.78227, -2.07402, 0.77134], [-0.38400, -1.84707, -0.96832], [-1.52546, -0.49825, -1.02136], [0.61274, 0.45344, -1.50696], [1.53760, -0.60095, -0.53609], [1.95008, 2.66889, 1.10325], [2.44315, 1.76805, -0.33425], [2.55628, 1.05063, 1.32278], [0.29670, 2.73002, -1.11678], [-0.21884, 3.24736, 0.50429], [-1.19821, 2.17241, -0.45815], [0.25306, 1.37348, 3.38739]],
  "atomic_forces_ev_per_a": [[-0.448, -1.700, 0.492], [0.354, 1.288, 0.031], [-1.683, 0.752, 0.494], [1.335, -0.713, 1.244], [-0.563, 0.823, -0.448], [1.528, 0.067, -0.511], [-0.158, -0.328, 3.706], [-1.108, 0.614, -0.705], [0.234, 0.825, -1.484], [2.894, 2.834, 3.643], [-2.286, -2.310, -2.805], [0.099, 0.285, -0.428], [0.219, 0.115, -0.066], [-0.143, 0.163, 0.127], [0.968, -0.498, -0.006], [-0.283, 0.380, -1.174], [-0.918, -0.288, 0.122], [0.400, -0.172, 0.196], [-0.799, -0.352, 0.003], [0.156, -0.179, -0.524], [-0.039, -0.077, 0.459], [-0.701, -0.229, -0.593], [-0.151, -0.227, -0.027], [-0.194, -0.289, -0.308], [0.786, -0.261, -0.514], [0.045, 0.660, 0.344], [0.097, -0.549, -0.286], [0.154, 0.101, 0.210], [0.639, -0.256, 0.050], [-0.520, -0.483, -1.209], [-0.551, -0.126, -0.033], [-0.126, 0.712, 0.042], [0.405, -2.000, -0.977], [-0.480, -1.439, 0.507], [0.451, -0.382, -0.523], [1.896, 0.119, 1.122], [-1.989, 0.366, -0.730], [-0.835, 0.023, 0.053], [0.385, 0.426, -0.449], [2.595, 1.825, 1.101], [-1.565, -0.685, 0.146], [-0.139, 0.053, -0.114], [0.390, 0.204, -0.028], [-0.011, 0.254, -0.043], [-0.258, 0.222, 0.063], [-0.076, 0.314, -0.217], [0.473, -0.142, 0.339], [0.231, -0.239, -0.736], [-0.613, 0.415, 0.035], [0.189, -0.071, 0.006], [-0.463, 0.161, 0.229], [-0.440, -0.736, 0.320], [-0.558, 0.926, -0.597], [0.154, -0.211, 0.080], [0.051, -0.340, -0.150], [0.264, 0.225, -0.125], [-0.265, -0.471, 0.707], [0.011, 0.497, -0.409], [0.677, -0.313, 0.304], [0.203, 0.385, 0.096], [-1.110, -1.383, 0.828], [0.730, 1.026, -0.722], [-0.865, -0.015, -0.355], [-0.935, 1.976, 1.155], [-0.825, -1.569, 1.000], [-0.175, -0.540, -2.627], [1.661, 1.819, 0.777], [0.339, -0.558, 1.079], [-1.470, -1.519, 0.906], [-0.713, 0.040, -4.272], [0.210, 0.525, 3.643], [0.997, -0.137, -0.116], [0.094, -0.298, 0.012], [0.077, 0.824, 0.240], [0.082, -0.306, 0.144], [0.126, -0.315, -0.155], [-0.089, -0.038, -0.235], [0.261, 0.012, -0.143], [-0.281, -0.401, 0.480], [1.162, 0.683, 0.021], [-0.171, -0.093, -0.007], [0.389, -0.201, 0.022], [-0.439, 0.297, 0.307], [-0.033, -0.227, -0.268], [0.424, 0.028, 0.112], [-0.205, -0.210, -0.795], [0.203, -0.184, -1.051], [0.772, 0.897, 0.930], [-0.267, 0.028, -0.821], [0.116, -0.193, -0.166], [0.136, -0.013, 1.361], [0.047, -0.452, 0.476], [-0.891, -0.482, -0.715], [-1.381, -1.185, -1.613], [0.008, 0.782, 2.523], [0.226, -1.581, -0.493], [1.241, 0.977, -1.366], [0.099, -1.822, -1.044], [-0.587, 1.033, 0.339], [3.302, 1.545, -0.218], [-1.021, -0.692, -0.142], [-0.285, -0.665, 0.268], [0.583, -0.391, -0.870], [0.230, 0.320, -0.109], [0.262, 0.304, 0.973], [-0.386, -0.035, 0.093], [0.197, 0.778, 0.074], [-0.186, 0.896, -0.269], [0.332, -0.024, 0.034], [-0.730, -0.137, -0.292], [0.124, 0.217, 0.210], [0.360, 0.350, -0.461], [-0.289, -0.146, 0.514], [-0.654, 0.102, 0.529], [-0.024, 0.236, 0.226], [0.690, 0.439, 0.023], [0.231, -0.270, -0.060], [-0.161, 0.063, -0.314], [-0.500, -0.004, 0.448], [-0.974, -0.212, -0.072], [0.934, -0.713, 0.330], [0.804, 1.600, 0.993], [1.570, -0.643, 0.180], [-0.884, -0.496, 0.553], [0.748, 0.123, -1.374], [0.907, -1.775, 1.681], [-0.901, -1.868, -0.661], [0.863, 0.152, 0.160], [-0.194, -0.310, 1.477], [-3.370, 2.572, -1.333], [2.011, -0.314, 0.306], [-0.805, 0.879, -0.188], [-0.924, 0.227, -0.733], [0.278, -0.381, 0.688], [-0.866, -0.408, -0.220], [-0.853, 0.159, 0.336], [0.408, -0.059, -0.659], [0.204, 0.054, 0.169], [0.085, -0.411, -0.134], [0.930, -0.089, 0.097], [-0.073, 0.522, -0.803], [-0.430, 0.813, -0.147], [-0.027, -0.364, -0.101], [0.263, 0.265, -0.085], [-0.782, 0.161, -0.334], [-0.388, -0.112, 0.079], [-0.109, 0.057, 0.143], [-0.659, 0.126, -0.166], [0.433, 0.332, -0.378], [0.861, -0.117, 0.189], [-1.236, 0.046, -1.044], [-1.057, -1.127, 0.697], [2.670, 0.062, -0.906], [1.430, -0.261, 1.738], [-1.257, 2.394, -2.276], [0.855, -1.394, -0.043], [0.720, 0.154, -0.292], [-0.099, -0.277, -0.058], [0.460, 0.293, 0.285], [-1.742, 2.114, 4.157], [0.665, -0.314, -0.476], [0.329, -0.066, 0.382], [-0.037, -0.108, -0.326], [-0.331, 0.107, 0.650], [-0.629, -0.111, -0.257], [0.143, 0.258, -0.006], [-0.621, -0.235, 0.117], [0.180, 0.588, -0.703], [0.047, -0.452, -0.397], [0.001, -0.495, 0.133], [0.245, 0.452, 0.046], [0.212, 0.357, -0.242], [-0.691, -0.559, 0.198], [0.257, -0.334, 0.390], [-0.283, -0.339, 0.273], [0.087, -0.418, -0.020], [-0.071, 0.853, -0.302], [-0.153, -0.236, -0.090], [-0.525, -0.601, -0.586], [0.446, -0.243, -0.998], [0.318, 0.075, 0.058], [0.300, 0.173, 2.111], [-1.194, 0.630, -1.373], [1.784, 0.269, 1.280], [-2.015, 0.433, -3.038], [-0.967, 1.071, 1.900], [1.540, -0.647, 0.565], [-0.085, -0.170, -0.741], [-0.756, 0.849, 0.864], [1.088, 2.584, 2.276], [-0.952, -0.499, -0.617], [-0.113, 0.266, -0.087], [0.015, -0.173, 0.259], [0.128, -0.276, -0.034], [0.547, -0.028, -0.041], [-0.377, 0.402, -0.324], [0.511, -0.690, 0.511], [-0.767, -0.244, -0.512], [0.053, -1.327, -1.052], [-0.046, 0.787, -0.280], [0.389, -1.148, 0.145], [-0.034, -0.315, -0.575], [0.731, 0.325, -0.517], [-0.262, -0.635, -0.004], [-0.451, -0.730, 0.147], [1.210, -0.190, 0.097], [-0.275, -1.015, 0.019], [-0.424, 0.288, -0.702], [0.034, 0.202, 0.171], [-0.001, -0.106, -0.531], [-0.510, -1.666, 1.070], [-0.858, 0.692, -0.554], [1.051, -0.217, 0.897], [-0.266, -0.399, 0.329], [-0.299, 0.595, -0.480], [0.343, -1.176, 1.099], [0.554, 1.004, 0.154], [0.327, -0.830, 0.121], [0.394, -0.307, -0.752], [-0.835, 2.054, 0.728], [-0.465, 0.255, -0.610], [0.626, 0.185, -0.513], [0.099, -0.232, -1.069], [-0.461, 0.807, 0.441], [-0.297, -0.012, 0.199], [-0.347, 0.538, -0.216], [-0.180, -0.440, -0.312], [0.228, 0.023, 0.182], [0.452, -0.720, -0.540], [0.232, 0.469, 0.112], [0.360, -0.726, 0.155], [-0.008, 0.476, 0.031], [-0.363, 0.374, -0.189], [-0.002, -0.069, 0.509], [-0.389, -0.396, 0.052], [-0.334, 0.131, -0.977], [-0.189, -0.248, 0.286], [0.076, 0.077, -0.446], [0.388, 0.280, -0.003], [0.657, -0.459, 0.187], [-1.915, -0.148, -0.324], [0.994, -0.903, -0.023], [-0.221, -0.500, 0.485], [-0.344, 0.905, -0.946], [0.217, -1.124, 0.056], [-0.009, -0.636, -0.184], [0.166, 2.053, 0.500], [-0.263, -1.441, -1.081], [0.837, -0.534, 1.351], [1.137, 1.782, 1.816], [-0.175, 0.024, -0.502], [0.880, -0.492, 0.314], [-0.411, 0.419, 0.674], [0.861, -0.096, 0.547], [-0.057, 0.079, -0.217], [0.156, 0.772, 0.586], [-0.344, 0.437, -1.102], [-0.627, -0.247, 1.143], [-0.334, 0.016, -0.586], [0.459, 0.014, -0.228], [0.574, 0.208, -1.066], [-0.522, -0.606, 0.249], [0.020, -0.699, 0.070], [-0.130, 0.136, -0.062], [0.695, -0.388, -0.321], [-0.029, 1.327, 0.249], [-0.254, -0.003, -0.222], [0.031, -0.064, 0.047], [-0.683, 0.260, -0.476], [-0.592, -0.603, -0.764], [0.460, -1.393, 0.562], [0.395, 0.056, -0.951], [-0.111, 0.056, 0.778], [-1.250, 1.681, -1.162], [2.060, -1.239, -0.803], [-1.017, 1.755, 0.434], [0.122, 3.191, -1.343], [-0.592, -0.569, 0.826], [-0.542, -1.266, -0.166], [0.679, -3.931, -1.131], [-0.311, 1.042, 0.581], [0.162, 0.020, -0.279], [0.239, 0.481, 0.059], [-0.043, -0.144, 0.233], [0.291, -0.046, -0.223], [-0.387, -0.128, 0.041], [-0.311, 0.194, 0.366], [0.243, 0.598, 0.938], [-0.557, 0.123, 0.847], [-0.361, -0.056, -0.714], [0.052, 0.095, 0.257], [0.008, -0.068, -0.234], [-0.168, -0.418, 0.615], [-0.077, 0.050, -0.037], [0.124, -0.133, 0.073], [0.251, -0.299, -0.221], [0.354, -0.018, 0.074], [0.250, -0.207, 0.157], [-0.170, -0.086, 0.000], [0.139, 0.520, 0.427]],
  "largest_force_ev_per_a": 5.4,
  "molar_mass_g_mol": 1572.57,
  "orbital_gap_ev": 7.8,
  "e_above_lowest_kcal_mol": 297.1,
  "smiles": "CC1(C)CCCC(C)(C)N1O.CC1(C)CCCC(C)(C)N1O.CC1(C)CCCC(C)(C)N1O.CC1(C)CCCC(C)(C)N1O.CC1(C)CCCC(C)(C)N1O.CC1(C)CCCC(C)(C)N1O.CC1(C)CCCC(C)(C)N1O.CC1(C)CCCC(C)(C)N1O.CC1(C)CCCC(C)(C)N1O.CC1(C)CCCC(C)(C)N1O"
}